The following is a quantum chemistry calculation of 8 unconnected molecules or ions with the total composition C33H57ClF3NO22PS at a distorted geometry, from the OMol25 dataset.

XYZ file:
```
119
Properties=species:S:1:pos:R:3:forces:R:3
C -2.33331 2.91802 4.89140 1.1 -1.0 -2.7
C -1.46353 2.35662 3.89608 -1.5 0.4 0.9
C -1.99249 1.45529 2.67890 -1.3 -0.8 -0.1
C -2.75049 0.13155 2.94792 0.2 0.7 -4.3
P -3.05891 -0.45276 4.75605 1.9 0.2 1.1
O -2.13276 -1.92825 4.82667 -1.0 2.0 -2.2
Cl -5.11714 -0.80116 5.08073 0.8 -0.4 -1.2
C -3.24095 -0.72465 1.71136 2.1 3.5 -0.7
C -2.93345 -0.23248 0.26358 0.9 1.2 3.0
C -3.43482 -1.08034 -1.02514 -0.9 0.8 0.9
C -3.82171 -2.59561 -0.66730 -0.4 -0.1 -1.0
C -2.15932 1.12375 0.13612 -1.3 -2.2 0.5
C -1.81922 1.65329 -1.34135 0.2 1.1 1.6
C -0.23704 1.54072 -1.59025 0.1 -0.5 -0.5
C 0.25147 0.08796 -2.06305 2.2 0.5 -0.1
F 0.18404 -0.07016 -3.48544 -0.4 0.0 3.6
F -0.33342 -0.98379 -1.35188 1.0 2.3 -2.0
F 1.65994 0.03180 -1.76219 -3.1 -0.1 -0.7
N -1.74794 1.90270 1.29602 -2.0 -2.6 0.2
S -0.92231 3.45188 1.16725 -0.1 0.4 -0.5
H -2.07514 2.81032 5.99312 0.1 1.3 -1.6
H -3.24619 3.49743 4.49048 0.7 -2.0 1.2
H -0.34711 2.60288 3.99586 -1.5 -1.6 0.1
H -1.58503 -1.99702 4.00312 -0.6 -0.1 0.9
H -3.81500 -1.69097 1.92418 1.0 1.6 -0.5
H -2.73837 -0.96766 -1.92342 -0.8 -0.4 1.6
H -4.42519 -0.56495 -1.33642 1.5 -0.7 0.4
H -2.94785 -3.24846 -0.33832 -1.1 1.1 -0.3
H -4.70522 -2.66610 0.07218 1.6 0.2 -1.1
H -4.22064 -3.06196 -1.64805 0.7 0.7 1.6
H -2.46609 1.18211 -2.15439 1.0 0.4 1.4
H -2.09341 2.77765 -1.33665 0.5 -1.8 -0.1
H 0.39977 1.79352 -0.66224 -1.3 -0.5 -1.5
H 0.04696 2.28845 -2.40782 -0.3 -1.2 1.1
H -1.84493 4.38558 0.65115 0.3 -1.4 0.4
C -5.97073 -8.06686 -0.09334 -0.2 0.0 0.4
O -5.38769 -8.30775 -1.37293 0.3 0.4 -0.3
C -4.78233 -7.23854 -1.91327 0.0 -0.4 -0.1
O -4.70152 -6.14082 -1.41442 0.0 -0.3 -0.2
O -4.28206 -7.60233 -3.10501 -0.2 0.1 0.5
C -3.60446 -6.55725 -3.79983 0.2 0.3 -0.3
H -6.42930 -8.99674 0.24419 0.1 0.0 -0.3
H -5.20582 -7.77632 0.63026 -0.1 0.1 -0.1
H -6.74848 -7.30296 -0.16166 0.2 0.0 0.0
H -2.74461 -6.20614 -3.22460 -0.2 0.1 0.0
H -4.28746 -5.73266 -4.01674 0.1 0.0 0.2
H -3.24422 -6.96444 -4.74501 -0.2 -0.2 0.2
C -5.44138 -4.51676 10.86911 -0.2 0.0 0.4
O -4.86487 -4.74586 9.58402 0.3 0.3 -0.3
C -4.26318 -3.67029 9.05049 -0.1 -0.2 0.1
O -4.18111 -2.57850 9.55828 0.0 -0.4 -0.3
O -3.76794 -4.02206 7.85132 -0.2 0.1 0.4
C -3.09557 -2.96788 7.16493 0.3 -0.1 0.0
H -5.89742 -5.45007 11.20086 0.1 0.0 -0.3
H -4.67295 -4.23195 11.59106 -0.1 0.1 -0.1
H -6.21998 -3.75293 10.81175 0.2 0.0 0.0
H -2.23456 -2.62332 7.74268 -0.2 0.1 0.0
H -3.78018 -2.14243 6.96146 0.1 -0.1 0.3
H -2.73783 -3.35937 6.21645 -0.3 -0.3 0.4
C 0.76775 7.15279 -1.58429 0.4 -0.2 0.1
O -0.26282 8.01499 -2.06379 -0.6 -0.2 0.1
C -1.50693 7.56143 -1.84813 0.1 0.6 -0.3
O -1.79968 6.52194 -1.30161 0.1 0.1 0.0
O -2.36883 8.46098 -2.34377 0.5 -0.5 0.2
C -3.74260 8.10844 -2.18431 -0.5 0.0 0.0
H 1.72710 7.61822 -1.81208 -0.3 0.1 -0.1
H 0.69366 7.02874 -0.50125 -0.1 -0.1 -0.1
H 0.72606 6.18453 -2.08859 -0.1 0.1 0.1
H -3.99813 8.02245 -1.12584 0.1 -0.1 -0.1
H -3.96583 7.17893 -2.71281 0.1 0.0 0.2
H -4.34410 8.90620 -2.62062 0.3 0.0 0.0
C 6.64872 4.86462 -2.30183 0.3 -0.3 0.1
O 5.58462 5.77603 -2.57320 -0.1 0.3 -0.2
C 5.93991 6.82596 -3.33452 0.0 0.0 0.0
O 7.03969 7.03748 -3.77986 -0.5 -0.1 0.2
O 4.85400 7.59804 -3.51190 0.2 -0.4 0.2
C 5.08511 8.75986 -4.30842 0.0 0.4 -0.3
H 6.24924 4.06059 -1.68259 -0.2 0.2 -0.1
H 7.02986 4.43017 -3.22853 0.1 0.2 0.1
H 7.44973 5.36066 -1.74951 0.0 0.0 -0.2
H 5.40403 8.48005 -5.31473 0.1 0.0 0.2
H 5.82399 9.41047 -3.83568 0.0 -0.2 -0.1
H 4.14352 9.30496 -4.38394 0.0 -0.3 0.2
C 2.25141 4.27732 2.88606 -0.2 -0.1 -0.2
O 3.49336 4.78452 3.35988 0.0 0.0 0.2
C 3.52066 5.01745 4.68482 0.3 0.2 0.3
O 2.60890 4.83324 5.45427 0.3 0.0 -0.4
O 4.73603 5.48874 4.99890 -0.5 -0.2 -0.4
C 4.91066 5.78258 6.38520 0.2 0.1 0.5
H 2.34014 4.12583 1.80921 0.3 0.1 0.1
H 2.02530 3.31484 3.35239 0.0 0.1 0.1
H 1.44720 4.99466 3.06882 0.0 -0.1 0.1
H 4.78966 4.88035 6.98857 -0.1 0.1 -0.1
H 4.21201 6.55845 6.70561 0.0 -0.2 0.0
H 5.92624 6.15517 6.52139 -0.1 -0.1 -0.3
C 2.66482 -6.85887 -1.12891 0.3 -0.4 0.1
O 1.61043 -5.93309 -1.39230 0.0 0.5 -0.3
C 1.97469 -4.88310 -2.14583 -0.2 -0.1 0.2
O 3.07730 -4.67909 -2.59314 -0.9 0.1 0.7
O 0.89758 -4.09849 -2.31613 0.2 -0.3 0.1
C 1.14108 -2.93427 -3.10577 0.1 0.2 -0.3
H 2.25715 -7.66232 -0.51470 -0.2 0.2 -0.1
H 3.03937 -7.29142 -2.05926 0.0 0.2 0.1
H 3.47247 -6.37583 -0.57446 0.0 0.0 -0.2
H 1.45510 -3.21133 -4.11477 0.1 0.0 0.2
H 1.88804 -2.29567 -2.62980 0.0 -0.2 -0.1
H 0.20833 -2.37871 -3.17766 0.0 -0.4 0.1
C 6.15659 -4.95189 -9.10223 0.1 0.1 -0.4
O 6.19031 -5.39451 -7.74665 -0.3 0.1 0.3
C 5.23953 -4.85321 -6.96611 0.2 -0.2 0.2
O 4.40135 -4.05796 -7.31765 0.3 -0.3 0.1
O 5.38437 -5.35122 -5.72763 0.0 0.2 -0.7
C 4.43224 -4.85919 -4.78289 0.1 0.0 0.2
H 6.96527 -5.45197 -9.63626 0.0 -0.1 0.3
H 5.21010 -5.22554 -9.57370 0.0 0.2 0.1
H 6.31950 -3.87338 -9.15985 -0.2 -0.1 0.0
H 3.41759 -5.12920 -5.08301 0.1 0.1 -0.1
H 4.52692 -3.77717 -4.66907 -0.1 -0.1 -0.1
H 4.64270 -5.32524 -3.82383 0.3 -0.1 -0.4
```
Forces are in eV/Å.

Results
Multiplicity   1
Charge   +1
E_HOMO   -0.4294 Eh
HOMO-LUMO gap   6.8 eV

=====

The following is a quantum chemistry calculation of a molecular structure, C33H57MnO17 at a distorted geometry, from the OMol25 dataset.

XYZ file:
```
108
Properties=species:S:1:pos:R:3:forces:R:3
Mn 2.17414 3.18644 1.04603 -2.3 1.1 -1.2
C 0.74808 0.29133 -0.32917 0.1 -0.2 0.5
O 1.22960 1.46935 0.22768 -0.8 -1.1 -0.6
H 1.00483 0.21401 -1.38567 0.8 0.3 -0.6
H 1.23151 -0.56886 0.13394 0.6 -0.1 0.1
H -0.31527 0.05321 -0.35526 -0.4 1.0 0.6
O 6.06861 1.45675 -3.89851 -3.0 -0.4 -0.6
C 4.84026 1.26779 -4.01137 4.6 1.3 1.0
O 4.11944 1.61767 -5.04692 -2.2 -0.1 -0.2
C 4.62522 2.34477 -6.16875 1.9 0.3 -0.4
C 5.36672 1.42927 -7.10801 0.1 -0.8 0.0
C 4.07874 0.67613 -2.87345 -1.0 -0.7 0.3
H 5.27259 3.13165 -5.78168 0.1 0.0 0.0
H 3.86822 2.83560 -6.78044 -0.8 -0.3 0.8
H 5.44479 1.89773 -8.08910 0.3 -0.1 0.1
H 4.80130 0.50458 -7.22353 -0.3 0.1 -0.2
H 6.32885 1.07482 -6.73817 0.1 0.5 0.0
H 4.49540 -0.29387 -2.60216 0.0 -0.1 -0.3
H 3.02624 0.58086 -3.14041 -0.1 -0.3 0.0
H 4.10517 1.23591 -1.93854 0.4 0.5 -0.3
O -2.53421 -0.14867 6.86670 2.0 1.4 0.1
C -1.49962 0.51371 6.88617 -1.9 -0.7 -0.1
O -0.60282 0.50201 5.89491 0.2 0.1 -1.5
C -0.91065 -0.14705 4.65171 0.2 -1.2 0.0
C 0.37596 -0.12738 3.81910 -1.2 0.0 0.0
C -1.04017 1.50920 7.92302 -0.2 -0.9 0.4
H -1.78935 0.22285 4.12333 0.0 0.9 0.2
H -1.23568 -1.17841 4.78862 0.3 -0.2 0.5
H 0.50942 0.86367 3.38537 0.5 0.4 0.3
H 0.21551 -0.76156 2.94723 0.2 -0.4 0.1
H 1.18578 -0.47726 4.45933 0.2 0.2 -0.4
H -0.01015 1.82627 7.75985 -0.3 0.1 -0.2
H -1.07240 0.97683 8.87363 -0.2 0.3 0.2
H -1.74291 2.34240 7.91824 0.1 0.0 0.2
O -1.86360 -3.71300 -0.62199 1.2 -0.8 2.1
C -1.20776 -3.93900 0.40428 -1.3 -0.3 0.2
O -1.38696 -4.92095 1.33548 0.4 1.3 -2.0
C -2.27337 -5.95572 0.98331 -1.5 -1.5 -0.2
C -3.69065 -5.69858 1.46661 0.0 0.0 0.6
C -0.12212 -3.05094 0.91350 0.2 -0.1 -0.4
H -1.88095 -6.85248 1.46281 0.0 0.1 0.2
H -2.29565 -6.19159 -0.08064 0.4 0.5 -0.2
H -3.65389 -5.53917 2.54426 -0.1 0.1 0.0
H -4.33741 -6.55999 1.30005 0.2 -0.1 -0.1
H -4.19072 -4.84518 1.00863 0.3 0.1 -0.1
H -0.64202 -2.23958 1.42292 0.2 0.3 -0.1
H 0.42158 -2.75790 0.01538 0.2 0.5 0.1
H 0.55083 -3.55100 1.61004 -0.3 0.0 -0.1
O 0.21418 3.91331 1.66236 -2.2 -0.4 0.3
C -1.04203 3.75098 1.67150 -0.4 2.3 0.8
O -1.91512 4.82394 1.96935 3.4 -1.7 0.5
C -3.29208 4.49502 1.73052 -0.3 -2.0 -2.2
C -3.30884 2.93588 1.79925 0.8 0.8 0.2
C -1.88328 2.57071 1.27837 -0.9 0.2 0.2
H -3.39128 4.83565 0.69987 -0.6 -0.1 -0.1
H -4.10531 4.93858 2.30500 1.0 0.4 0.7
H -4.11608 2.42856 1.27097 0.1 0.3 -0.1
H -3.41099 2.69650 2.85772 0.2 -0.3 0.0
H -1.86791 2.61131 0.18923 -0.1 0.0 -0.4
H -1.56775 1.56308 1.54896 0.4 0.3 0.3
O -2.12219 1.37470 -3.36549 1.6 -1.6 -0.3
C -1.49882 0.33554 -3.57008 -1.7 1.6 0.7
O -0.19609 0.32589 -3.95402 -0.9 0.9 -0.2
C 0.26461 -1.01449 -4.15263 0.4 -0.2 0.9
C -0.67687 -1.82515 -3.23332 0.3 -1.1 -1.0
C -2.01941 -1.07475 -3.37098 1.6 0.1 0.0
H 1.30039 -0.96514 -3.81676 0.0 -0.4 0.1
H 0.32695 -1.28154 -5.20757 -0.6 0.0 0.0
H -0.22408 -1.91756 -2.24613 -0.4 0.4 0.3
H -0.75312 -2.86122 -3.56324 -0.1 0.0 -0.1
H -2.71470 -1.16935 -2.53689 0.1 0.1 -0.3
H -2.47590 -1.37590 -4.31386 -0.3 -0.1 0.1
O -3.26866 -2.54486 2.98083 0.1 1.9 -1.7
C -3.58515 -1.79941 2.06201 -1.3 -3.1 2.6
O -2.74027 -0.98447 1.43130 1.4 0.3 0.4
C -3.28472 -0.52050 0.21225 -0.4 0.6 0.0
C -4.58870 -1.22039 0.04365 -1.7 -0.9 -0.3
C -4.97545 -1.74612 1.42869 1.1 0.3 -0.3
H -2.57459 -0.75452 -0.58087 0.0 0.4 0.1
H -3.53921 0.53397 0.31920 0.7 0.3 -0.2
H -4.48438 -2.09618 -0.59684 -0.1 0.2 -0.3
H -5.37342 -0.54402 -0.29522 0.2 -0.2 -0.5
H -5.43931 -2.73072 1.36949 0.2 0.1 0.3
H -5.62661 -1.07459 1.98827 0.1 0.0 0.1
O 2.79386 -2.54903 5.00532 0.8 0.3 -2.5
C 3.31276 -2.26161 3.93834 -0.4 -0.7 2.5
O 4.29156 -1.31083 3.89916 -0.1 0.6 -1.0
C 4.52388 -0.92834 2.52238 1.4 -0.1 0.4
C 4.18003 -2.13967 1.71558 -0.8 -0.3 -0.9
C 3.05786 -2.75915 2.52774 0.2 -0.1 -0.1
H 5.56944 -0.67117 2.35277 0.1 0.0 0.6
H 3.98241 -0.01783 2.26572 -0.6 0.0 0.1
H 5.00857 -2.83164 1.56452 0.1 0.2 0.4
H 3.83024 -1.90693 0.70982 0.1 0.2 -0.1
H 3.06282 -3.83816 2.37343 -0.4 0.1 0.6
H 2.09952 -2.32571 2.24169 -0.1 -0.2 0.0
O 1.59258 4.19773 -0.82056 -0.3 -0.6 1.3
C 1.20116 3.93449 -1.96929 2.1 -0.6 -0.3
O 2.13144 3.59316 -2.82591 0.3 -0.2 -0.2
C 1.55655 3.25124 -4.10876 -0.7 0.0 -1.4
C 0.17615 3.86623 -4.07770 -0.7 0.0 -0.1
C -0.12596 3.85639 -2.59617 -0.7 1.1 1.0
H 1.48483 2.17279 -4.24977 0.4 0.0 0.4
H 2.11885 3.68163 -4.93742 0.5 -0.1 0.5
H -0.58941 3.32301 -4.63171 0.3 -0.2 0.0
H 0.19703 4.87891 -4.48038 0.0 0.1 0.2
H -0.58184 2.94576 -2.20753 -0.3 -0.2 -0.3
H -0.70858 4.69932 -2.22452 -0.3 -0.1 -0.1
```
Forces are in eV/Å.

Results
Multiplicity   7
Charge   +2
E_HOMO (spin up / spin down)   -0.5052 / -0.5052 Eh
⟨S²⟩   12.007
HOMO-LUMO gap (spin up / spin down)   5.2 / 3.2 eV